2 unconnected molecules or ions with the total composition C5H10BF4O5S, computed with ωB97M-V/def2-TZVPD.

As for the net charge: -1. As for the LUMO energy: 2.99 eV. For the HOMO energy, the calculation gives -0.274 Ha. As for the spin multiplicity: 1.

Element x y z (Å)
C -2.1549 2.6229 0.1200
C -2.5378 1.1332 0.1091
C -1.4838 0.2741 0.7983
O -0.3941 0.1515 -0.1021
C 0.6576 -0.7214 0.2206
C 1.9958 0.0240 0.2091
O 2.5671 -0.0896 1.5386
S 1.4318 -0.4472 2.5619
O 1.8830 -1.3398 3.5632
O 0.7788 0.7536 2.9639
O 0.5685 -1.2913 1.5327
H -1.0772 2.7172 0.2540
H -2.4217 3.1267 -0.8046
H -2.6196 3.1257 0.9673
H -2.6496 0.7737 -0.9115
H -3.4712 0.9771 0.6498
H -1.1714 0.7779 1.7154
H -1.8993 -0.7024 1.0500
H 0.6238 -1.5367 -0.4968
H 1.8402 1.0614 -0.0797
H 2.7212 -0.4084 -0.4693
B 1.3616 -2.2037 -3.0950
F 2.0911 -3.3286 -3.4927
F 0.2280 -2.5988 -2.3486
F 2.1655 -1.3961 -2.2450
F 0.9666 -1.4550 -4.2086


2 unconnected molecules or ions with the total composition C12H16N2O in a non-equilibrium geometry, computed with ωB97M-V/def2-TZVPD.

Its structure (SMILES) is Cc1c[nH]c2ccccc12.CCC(N)=O. As for the net charge: 0. As for the energy above the lowest of the compared OMol25 structures with the same formula, charge and spin: 214.99 kJ/mol. As for the LUMO energy: 0.76 eV. For the HOMO energy, the calculation gives -0.292 Ha. As for the spin multiplicity: 1.

Element x y z (Å)
C 0.1693 2.4763 -1.1646
C -0.3022 1.3163 -2.0453
C -1.3515 1.3339 -2.9686
N -1.4950 0.0057 -3.5111
C -0.5019 -0.8483 -2.8852
C -0.3522 -2.2843 -3.0588
C 0.6584 -2.8913 -2.3002
C 1.3957 -2.1397 -1.4219
C 1.0902 -0.7581 -1.2031
C 0.2910 0.0327 -1.9841
H 1.0986 2.9394 -1.5523
H 0.2965 2.0720 -0.2334
H -0.7218 3.2677 -1.3512
H -2.1632 2.0391 -3.0616
H -1.9694 -0.1715 -4.3654
H -1.0783 -2.7184 -3.7350
H 0.9182 -3.9432 -2.3849
H 2.2016 -2.6490 -0.8021
H 1.5473 -0.2487 -0.4214
C 0.6678 -1.2731 3.7358
C 0.0862 -0.0941 2.8509
C 0.0823 1.2587 3.5028
N -1.0900 2.0059 3.4545
O 1.1102 1.7435 3.9644
H 1.6879 -1.1261 4.0527
H 0.7796 -2.0400 2.9802
H 0.1014 -1.5008 4.5360
H 0.7604 0.1246 2.0278
H -0.9734 -0.4697 2.5014
H -1.0751 2.8697 3.8276
H -1.8686 1.6709 3.0162


A single C4H6N2O molecule, computed with ωB97M-V/def2-TZVPD.

As for the net charge: 0. As for the energy above the lowest of the compared OMol25 structures with the same formula, charge and spin: 303.09 kJ/mol. As for the LUMO energy: 0.28 eV. For the HOMO energy, the calculation gives -0.313 Ha. As for the spin multiplicity: 1.

Element x y z (Å)
N 1.7036 0.5482 -0.1768
C 0.2871 0.3989 -0.0165
C -0.3348 -0.6884 -0.8810
C -1.1678 -1.4252 -0.1422
C -1.0003 -1.1164 1.3307
O -0.3975 1.6188 -0.2855
N -0.1318 -0.1139 1.3007
H 1.9072 1.1226 -0.9945
H 2.1886 0.9829 0.6080
H -0.0313 -0.8154 -1.9123
H -1.8410 -2.2049 -0.4953
H -1.2981 1.3070 -0.4777
H 0.1162 0.3857 2.1424


A molecular structure, H16NaO8 in a non-equilibrium geometry, computed with ωB97M-V/def2-TZVPD.

As for the net charge: +1. As for the energy above the lowest of the compared OMol25 structures with the same formula, charge and spin: 100.00 kJ/mol. As for the LUMO energy: -3.59 eV. For the HOMO energy, the calculation gives -0.518 Ha. As for the spin multiplicity: 1.

Element x y z (Å)
Na -12.4710 -0.7870 -3.5930
O -10.8290 0.4530 -4.8710
H -10.0260 0.1410 -4.4710
H -10.8350 1.4270 -4.8030
O -10.8120 -1.4470 -2.0740
H -10.3310 -0.9290 -1.4200
H -10.8520 -2.2470 -1.5830
O -12.0440 1.5080 -2.4660
H -11.0720 1.6130 -2.5130
H -12.3620 2.2960 -2.8940
O -13.7100 -2.3140 -2.2160
H -14.4560 -1.7930 -2.4470
H -13.7400 -2.4680 -1.2600
O -11.5090 -2.4950 -4.7760
H -10.6900 -2.7560 -4.3080
H -11.4120 -2.7780 -5.6710
O -14.2760 -3.4150 -4.9930
H -14.6760 -2.6680 -5.4200
H -13.3780 -2.9900 -4.9500
O -14.2180 0.6410 -1.1010
H -13.9490 0.6970 -0.2020
H -13.4740 0.9250 -1.6500
O -13.8530 0.0820 -5.1890
H -13.6440 0.8520 -5.7330
H -14.3650 -0.4710 -5.7700


A molecular structure, C4H9BrOSi in a non-equilibrium geometry, computed with ωB97M-V/def2-TZVPD.

As for the net charge: 0. As for the energy above the lowest of the compared OMol25 structures with the same formula, charge and spin: 268.78 kJ/mol. As for the LUMO energy: -1.80 eV. For the HOMO energy, the calculation gives -0.346 Ha. As for the spin multiplicity: 1.

Element x y z (Å)
C 0.2941 0.3145 1.2093
C 0.6632 1.6390 -0.6257
C -0.9041 -0.2734 -1.0008
C -0.3974 0.7926 -0.0525
O 0.0550 0.9679 2.2362
Si 1.8654 -0.8243 1.3293
Br 1.2481 -3.7964 0.9411
H 1.5159 1.2268 -1.1741
H 0.3270 2.4156 -1.2709
H 1.1074 2.1920 0.2439
H -0.2391 -1.0936 -1.1773
H -1.0556 0.2775 -1.9057
H -1.8838 -0.7421 -0.8137
H -1.1301 1.4405 0.1641
H 2.6712 -0.8744 2.5297
H 2.7101 -0.9113 -0.0064


A molecular structure, C24H36BrN11O5ScSi, computed with ωB97M-V/def2-TZVPD.

As for the net charge: +1. As for the energy above the lowest of the compared OMol25 structures with the same formula, charge and spin: 0.00 kJ/mol. As for the LUMO energy: -2.26 eV. For the HOMO energy, the calculation gives -0.369 Ha. As for the spin multiplicity: 1.

Element x y z (Å)
Sc -0.2836 -0.5070 -0.1054
C 1.7658 1.6807 -4.9207
N 1.6898 1.6455 -3.4663
C 2.7038 2.3313 -2.6744
C 0.7108 0.9867 -2.8103
N 0.5580 1.0059 -1.5235
N -0.1589 0.2745 -3.6202
C -1.2789 -0.4402 -3.2378
N -1.9584 -0.9842 -4.2927
N -1.6577 -0.5187 -2.0157
H 2.5691 2.3494 -5.2105
H 0.8455 2.0690 -5.3620
H 1.9957 0.6977 -5.3425
H 3.4699 2.7128 -3.3411
H 3.1768 1.6444 -1.9691
H 2.2802 3.1755 -2.1243
H 1.2275 1.6124 -1.0685
H 0.1011 0.1941 -4.5867
H -1.4779 -1.1126 -5.1683
H -2.5881 -1.7381 -4.0682
H -2.5064 -1.0664 -1.9126
C 0.0293 3.3145 1.4070
C 1.1424 2.3226 1.5737
C 2.3740 2.7438 2.0282
C 3.4075 1.8082 2.1340
C 3.1991 0.5025 1.7807
C 1.9136 0.1104 1.3302
N 0.9096 1.0310 1.2573
N 1.5348 -1.1086 0.8994
Si 2.5507 -2.5278 1.0627
C 4.0232 -2.4227 -0.0874
C 3.0783 -2.7031 2.8599
C 1.6146 -4.0957 0.6812
H 0.3886 4.3221 1.6047
H -0.7896 3.1069 2.0949
H -0.3743 3.2837 0.3943
H 2.5279 3.7796 2.2935
H 4.3840 2.1215 2.4827
H 4.0017 -0.2173 1.8250
H 4.6703 -1.5655 0.1044
H 3.6624 -2.3481 -1.1165
H 4.6373 -3.3234 -0.0155
H 3.4925 -1.8029 3.3139
H 3.8272 -3.4940 2.9491
H 2.2171 -3.0130 3.4595
H 1.4995 -4.2938 -0.3848
H 0.6274 -4.1243 1.1454
H 2.1974 -4.9251 1.0919
O -2.5630 -4.0252 4.9440
C -2.1520 -3.1955 3.9773
C -0.9454 -2.5008 4.0132
C -0.6227 -1.6910 2.9494
N -1.4066 -1.5180 1.8695
C -2.5676 -2.1659 1.8861
Br -3.7804 -1.8708 0.4587
C -2.9928 -3.0131 2.8852
H -1.9082 -4.0870 5.6496
H -0.2642 -2.5931 4.8492
H 0.3137 -1.1538 2.9375
H -3.9450 -3.5182 2.8322
N -3.7501 3.4145 -2.6956
C -3.8630 3.8754 -1.4142
O -4.2634 4.9851 -1.1441
C -3.4350 2.9265 -0.3317
C -3.9639 3.0852 0.9427
C -3.5377 2.2315 1.9415
C -2.5891 1.2687 1.6383
N -2.0670 1.1072 0.4197
C -2.4942 1.9331 -0.5405
H -4.1475 4.0066 -3.4078
H -3.7471 2.4252 -2.8740
H -4.6841 3.8723 1.1236
H -3.9177 2.3087 2.9503
H -2.2182 0.6093 2.4096
H -2.0275 1.8084 -1.5066
O 0.7263 -1.8468 -1.7416
N -0.0934 -2.7893 -1.5524
O -0.2036 -3.7233 -2.3026
O -0.8205 -2.6600 -0.5153